DFT (wB97M-V/def2-TZVPD) results for C56H50NO3P2RhS3Te as an isolated structure.

Values from the calculation:
ΔE to the lowest compared entry with this formula, charge and spin (kcal/mol): 46.2
Frontier orbital gap (alpha / beta) (eV): 6.25 / 6.26
Lowest unoccupied orbital energy (alpha / beta) (eV): -0.7 / -0.7

Each line ends with the Löwdin charge.
Positions of all 117 atoms, in Å:
Rh  -0.24  0.28  0.66  0.61
S  -1.26  -0.43  -1.30  0.52
P  -0.91  -2.23  -0.44  0.52
C  -0.55  -1.68  1.13  -0.68
P  -1.53  -1.48  2.50  0.51
S  -1.82  0.52  2.35  0.47
C  -3.09  -2.40  2.54  -0.32
C  -4.08  -1.99  1.64  -0.10
C  -5.28  -2.68  1.57  -0.07
C  -5.50  -3.77  2.39  -0.08
C  -4.53  -4.17  3.30  -0.08
C  -3.33  -3.49  3.37  -0.07
C  -0.69  -2.01  4.02  -0.36
C  -0.83  -1.29  5.20  -0.08
C  -0.21  -1.73  6.36  -0.07
C  0.54  -2.89  6.34  -0.09
C  0.68  -3.62  5.16  -0.09
C  0.08  -3.17  4.00  -0.11
C  0.52  -3.12  -1.11  -0.32
C  1.72  -3.08  -0.40  -0.09
C  2.82  -3.79  -0.85  -0.08
C  2.73  -4.53  -2.02  -0.09
C  1.55  -4.56  -2.74  -0.08
C  0.44  -3.85  -2.29  -0.07
C  -2.28  -3.39  -0.70  -0.35
C  -2.29  -4.59  0.00  -0.08
C  -3.34  -5.48  -0.16  -0.07
C  -4.36  -5.19  -1.06  -0.08
C  -4.34  -4.00  -1.78  -0.08
C  -3.30  -3.10  -1.60  -0.10
H  -3.90  -1.12  1.01  0.09
H  -6.04  -2.36  0.86  0.11
H  -6.44  -4.31  2.33  0.11
H  -4.71  -5.02  3.95  0.10
H  -2.57  -3.80  4.08  0.10
H  -1.41  -0.37  5.20  0.10
H  -0.32  -1.16  7.27  0.10
H  1.02  -3.24  7.25  0.10
H  1.28  -4.52  5.15  0.11
H  0.21  -3.70  3.07  0.11
H  1.75  -2.50  0.51  0.07
H  3.75  -3.76  -0.29  0.10
H  3.59  -5.10  -2.37  0.10
H  1.48  -5.14  -3.66  0.11
H  -0.49  -3.90  -2.85  0.11
H  -1.49  -4.82  0.70  0.11
H  -3.36  -6.40  0.40  0.11
H  -5.17  -5.89  -1.20  0.10
H  -5.13  -3.78  -2.49  0.11
H  -3.30  -2.15  -2.13  0.08
C  0.70  6.03  -3.77  -0.05
C  0.26  5.03  -2.73  -0.26
C  -0.88  5.23  -1.97  0.02
C  -1.34  4.30  -1.04  -0.07
C  -2.60  4.61  -0.30  -0.30
O  -2.86  5.75  0.03  0.09
C  -3.57  3.51  0.00  -0.15
C  -4.40  3.64  1.11  -0.02
C  -5.33  2.65  1.41  -0.08
C  -5.46  1.55  0.57  -0.10
C  -4.65  1.43  -0.55  -0.09
C  -3.70  2.40  -0.83  -0.04
C  -0.59  3.12  -0.77  -0.33
O  -0.98  2.29  0.13  -0.25
C  0.59  2.92  -1.56  -0.11
C  0.98  3.85  -2.52  0.01
C  1.33  1.67  -1.31  -0.25
N  1.72  1.34  -0.11  0.00
C  1.84  2.41  0.88  -0.32
C  3.04  3.34  0.67  -0.45
Te  4.92  2.46  0.08  1.22
C  4.92  3.42  -1.80  -0.57
C  4.90  2.69  -2.98  -0.15
C  4.89  3.34  -4.21  -0.09
C  4.90  4.72  -4.27  -0.09
C  4.94  5.46  -3.10  -0.09
C  4.95  4.82  -1.87  -0.15
C  1.61  0.74  -2.42  -0.21
C  2.54  -0.28  -2.26  -0.04
C  2.83  -1.14  -3.31  -0.08
C  2.19  -0.99  -4.53  -0.08
C  1.25  0.02  -4.70  -0.07
C  0.96  0.88  -3.65  -0.05
H  0.08  6.93  -3.74  0.07
H  0.63  5.62  -4.78  0.08
H  1.74  6.33  -3.62  0.06
H  -1.47  6.13  -2.11  0.12
H  -4.29  4.51  1.75  0.12
H  -5.95  2.74  2.29  0.10
H  -6.20  0.79  0.80  0.10
H  -4.75  0.57  -1.21  0.10
H  -3.06  2.30  -1.69  0.11
H  1.87  3.66  -3.11  0.13
H  1.91  1.93  1.85  0.04
H  0.94  3.03  0.93  0.11
H  3.22  3.89  1.59  0.04
H  2.83  4.06  -0.12  0.04
H  4.86  1.61  -2.95  0.08
H  4.87  2.75  -5.13  0.10
H  4.89  5.23  -5.23  0.10
H  4.96  6.55  -3.13  0.10
H  4.99  5.40  -0.96  0.10
H  3.05  -0.37  -1.31  0.10
H  3.56  -1.92  -3.18  0.10
H  2.42  -1.66  -5.35  0.10
H  0.74  0.14  -5.65  0.10
H  0.22  1.65  -3.78  0.12
C  3.46  0.71  4.19  -0.23
S  2.92  -0.18  2.71  0.82
C  3.33  -1.82  3.33  -0.23
O  1.43  -0.12  2.73  -0.58
H  2.93  0.32  5.06  0.06
H  3.18  1.76  4.03  0.05
H  4.54  0.63  4.30  0.06
H  4.41  -1.91  3.48  0.06
H  3.01  -2.54  2.57  0.04
H  2.78  -2.00  4.26  0.04

DFT (wB97M-V/def2-TZVPD) results for C15H12IrN3SeTe as an isolated structure.

Values from the calculation:
2S+1: 6
Frontier orbital gap (alpha / beta) (eV): 6.45 / 6.71
Expectation value of S²: 8.7758
Total charge: +1
Lowest unoccupied orbital energy (alpha / beta) (eV): -3.8 / -5.5

Each line ends with the Löwdin charge.
Positions of all 33 atoms, in Å:
Ir  0.26  0.60  -0.29  0.45
C  -3.76  2.37  -0.78  -0.02
C  -4.47  1.85  0.28  -0.02
C  -3.84  0.99  1.16  0.02
C  -2.51  0.66  0.97  -0.20
N  -1.82  1.17  -0.07  -0.10
C  -2.44  2.00  -0.93  -0.11
C  -1.76  -0.26  1.86  -0.20
C  -2.32  -0.82  3.00  0.01
C  -1.55  -1.68  3.78  -0.02
C  -0.24  -1.95  3.40  -0.02
C  0.24  -1.35  2.25  -0.12
N  -0.50  -0.53  1.50  -0.07
H  -4.21  3.04  -1.49  0.12
H  -5.51  2.11  0.43  0.13
H  -4.39  0.57  1.99  0.11
H  -1.84  2.36  -1.75  0.12
H  -3.33  -0.60  3.29  0.11
H  -1.97  -2.12  4.67  0.12
H  0.39  -2.60  3.97  0.12
H  1.26  -1.52  1.91  0.10
Te  0.14  -1.28  -2.00  0.51
Se  2.61  0.69  0.03  0.67
C  3.48  0.07  -1.56  -0.66
C  4.56  -0.79  -1.46  -0.11
C  5.17  -1.22  -2.63  -0.13
N  4.79  -0.82  -3.84  0.08
C  3.78  0.04  -3.92  -0.13
C  3.08  0.50  -2.82  -0.18
H  4.92  -1.14  -0.50  0.10
H  6.01  -1.90  -2.59  0.11
H  3.50  0.36  -4.92  0.11
H  2.26  1.20  -2.94  0.08

DFT (wB97M-V/def2-TZVPD) results for one molecule with the formula C8H16N2O3.

Values from the calculation:
ΔE to the lowest compared entry with this formula, charge and spin (kcal/mol): 32.1
Frontier orbital gap (eV): 10.21
SMILES: CC[C@H](C)[C@H](N)C(=O)NCC(=O)O
Lowest unoccupied orbital energy (eV): 0.3

Each line ends with the Löwdin charge.
Positions of all 29 atoms, in Å:
C  3.03  2.12  -0.63  -0.12
C  2.19  0.88  -0.74  -0.22
C  2.19  0.01  0.56  -0.34
C  3.53  -0.55  0.71  -0.10
C  1.06  -1.02  0.49  -0.31
N  1.44  -2.20  -0.24  0.10
C  -0.21  -0.35  0.01  -0.41
O  -0.56  -0.32  -1.18  0.04
N  -0.98  0.21  0.98  0.08
C  -2.09  0.98  0.73  -0.10
C  -3.28  0.25  0.01  -0.47
O  -4.40  0.55  0.35  0.08
O  -3.12  -0.73  -0.93  0.08
H  4.08  1.98  -0.24  0.07
H  2.56  2.79  0.14  0.08
H  3.23  2.77  -1.52  0.09
H  1.17  1.22  -0.95  0.10
H  2.53  0.26  -1.52  0.11
H  1.98  0.59  1.50  0.15
H  4.37  0.16  0.85  0.09
H  3.55  -1.29  1.55  0.10
H  3.85  -1.17  -0.10  0.07
H  0.75  -1.36  1.47  0.14
H  1.44  -1.92  -1.20  0.08
H  0.68  -2.80  -0.18  0.06
H  -0.59  0.28  1.93  0.17
H  -2.62  1.37  1.66  0.17
H  -1.89  1.75  -0.02  0.14
H  -2.17  -0.65  -1.30  0.09

Copy entry 3 word for word.
DFT (wB97M-V/def2-TZVPD) results for one molecule with the formula C8H16N2O3.

Values from the calculation:
ΔE to the lowest compared entry with this formula, charge and spin (kcal/mol): 32.1
Frontier orbital gap (eV): 10.21
SMILES: CC[C@H](C)[C@H](N)C(=O)NCC(=O)O
Lowest unoccupied orbital energy (eV): 0.3

Each line ends with the Löwdin charge.
Positions of all 29 atoms, in Å:
C  3.03  2.12  -0.63  -0.12
C  2.19  0.88  -0.74  -0.22
C  2.19  0.01  0.56  -0.34
C  3.53  -0.55  0.71  -0.10
C  1.06  -1.02  0.49  -0.31
N  1.44  -2.20  -0.24  0.10
C  -0.21  -0.35  0.01  -0.41
O  -0.56  -0.32  -1.18  0.04
N  -0.98  0.21  0.98  0.08
C  -2.09  0.98  0.73  -0.10
C  -3.28  0.25  0.01  -0.47
O  -4.40  0.55  0.35  0.08
O  -3.12  -0.73  -0.93  0.08
H  4.08  1.98  -0.24  0.07
H  2.56  2.79  0.14  0.08
H  3.23  2.77  -1.52  0.09
H  1.17  1.22  -0.95  0.10
H  2.53  0.26  -1.52  0.11
H  1.98  0.59  1.50  0.15
H  4.37  0.16  0.85  0.09
H  3.55  -1.29  1.55  0.10
H  3.85  -1.17  -0.10  0.07
H  0.75  -1.36  1.47  0.14
H  1.44  -1.92  -1.20  0.08
H  0.68  -2.80  -0.18  0.06
H  -0.59  0.28  1.93  0.17
H  -2.62  1.37  1.66  0.17
H  -1.89  1.75  -0.02  0.14
H  -2.17  -0.65  -1.30  0.09